# 1
Here is C39H45BrN7O6PmSSb as an isolated structure at a distorted geometry from the OMol25 dataset. Energies are from wB97M-V/def2-TZVPD.

Computed properties:
- Electronic energy: -167861.9412 eV
- HOMO level (spin up / spin down): -4.78 / -4.76 eV
- Charge: -1
- Strongest force on any atom: 0.05347 Eh/bohr
- Frontier orbital gap (spin up / spin down): 6.49 / 6.48 eV
- Spin multiplicity: 5

Positions of all 101 atoms, in Å:
Pm -0.11 1.93 0.17
C 3.91 -5.01 4.01
C 3.37 -3.64 3.80
C 2.95 -2.85 4.85
C 2.43 -1.57 4.65
C 2.29 -1.13 3.36
C 2.65 -1.90 2.31
C 3.16 -3.15 2.47
S 1.79 0.56 3.14
O 2.97 1.16 2.52
O 1.50 0.86 4.54
N 0.51 0.67 2.29
C -0.69 0.15 2.97
C -1.96 0.19 2.15
O -2.95 -0.44 2.59
O -1.93 0.86 1.02
H 4.38 -5.05 5.00
H 4.64 -5.30 3.26
H 3.12 -5.77 4.05
H 3.11 -3.24 5.86
H 2.21 -0.90 5.43
H 2.46 -1.54 1.30
H 3.52 -3.69 1.60
H -0.78 0.72 3.88
H -0.58 -0.90 3.26
N 4.54 0.97 -0.91
C 3.27 0.58 -1.02
N 2.46 1.47 -0.49
C 3.36 2.44 -0.08
N 4.64 2.21 -0.32
C 2.97 3.60 0.67
C 3.74 4.80 0.60
N 3.36 5.92 1.23
C 2.25 5.83 1.92
C 1.59 4.65 2.11
N 1.91 3.54 1.41
H 5.37 0.68 -1.38
H 3.05 -0.33 -1.54
H 4.65 4.80 0.02
H 1.95 6.67 2.46
H 0.69 4.61 2.68
C -0.50 -4.19 -3.17
C -0.31 -4.58 -1.74
C 1.20 -4.81 -1.48
Sb -1.07 -3.15 -0.30
C -3.14 -3.12 -1.02
C -3.62 -4.47 -1.40
C -3.26 -2.12 -2.20
C -1.41 -4.51 1.41
C -2.47 -3.87 2.29
C -1.70 -5.94 1.10
H 0.10 -4.85 -3.82
H -0.23 -3.12 -3.33
H -1.57 -4.29 -3.38
H -0.83 -5.47 -1.51
H 1.71 -3.85 -1.60
H 1.62 -5.58 -2.16
H 1.24 -5.11 -0.45
H -3.77 -2.80 -0.15
H -3.05 -5.06 -2.12
H -4.63 -4.43 -1.79
H -3.73 -5.07 -0.48
H -2.55 -2.39 -3.00
H -3.05 -1.05 -1.88
H -4.29 -2.09 -2.60
H -0.46 -4.57 1.95
H -3.45 -4.08 1.90
H -2.36 -2.77 2.36
H -2.37 -4.32 3.31
H -2.70 -6.01 0.69
H -1.63 -6.57 1.98
H -1.06 -6.38 0.33
C -0.19 1.34 -2.31
C -1.42 1.25 -3.06
C -1.68 0.16 -3.92
C -2.82 0.06 -4.66
C -3.74 1.12 -4.69
C -3.53 2.18 -3.84
C -2.44 2.26 -3.02
C -4.68 1.10 -5.74
N -5.40 1.08 -6.64
H 0.25 2.35 -2.33
H 0.50 0.65 -2.72
H -0.97 -0.62 -3.84
H -3.03 -0.81 -5.26
H -4.32 2.93 -3.85
H -2.33 3.08 -2.31
Br -0.30 10.85 -0.76
C -0.20 8.94 -0.53
C -1.22 8.23 0.13
C -1.20 6.85 0.15
C -0.17 6.17 -0.58
C 0.85 6.89 -1.19
C 0.83 8.28 -1.21
C -0.13 4.65 -0.46
O 0.78 3.96 -1.00
O -1.11 4.05 0.12
H -2.00 8.79 0.65
H -2.00 6.27 0.60
H 1.64 6.28 -1.62
H 1.62 8.79 -1.65

***

# 2
Here is C35H32GeNO3SW as an isolated structure at a distorted geometry from the OMol25 dataset. Energies are from wB97M-V/def2-TZVPD.

Computed properties:
- Electronic energy: -113616.0431 eV
- HOMO level: -10.80 eV
- Charge: +1
- Strongest force on any atom: 0.03472 Eh/bohr
- Frontier orbital gap: 6.85 eV
- Spin multiplicity: 1
- Energy above the lowest of the compared OMol25 structures with the same formula, charge and spin: 1.403 eV

Positions of all 74 atoms, in Å:
W -0.53 0.01 -0.10
C 1.33 1.01 2.93
C 0.35 0.08 2.31
C 0.83 -0.98 1.50
C -0.10 -1.94 0.98
C 0.39 -3.24 0.40
C -1.50 -1.75 1.14
C -1.97 -0.65 1.85
C -3.44 -0.43 2.05
C -1.02 0.23 2.44
H 2.09 1.33 2.21
H 1.87 0.48 3.72
H 0.85 1.89 3.37
H 1.89 -1.13 1.38
H -0.19 -3.54 -0.47
H 0.29 -4.02 1.16
H 1.44 -3.18 0.11
H -2.19 -2.47 0.72
H -3.98 -0.51 1.11
H -3.64 0.54 2.50
H -3.84 -1.20 2.72
H -1.41 1.08 3.00
C -0.42 -1.02 -1.62
Ge -0.48 0.52 -2.99
C -1.40 -0.10 -4.56
C -2.78 -0.30 -4.58
C -3.41 -0.74 -5.73
C -2.66 -0.97 -6.88
C -1.29 -0.77 -6.87
C -0.66 -0.34 -5.71
C 1.25 1.25 -3.33
C 1.37 2.36 -4.18
C 2.61 2.94 -4.41
C 3.74 2.40 -3.81
C 3.64 1.29 -3.00
C 2.40 0.72 -2.75
C -1.65 1.71 -1.91
C -2.69 1.20 -1.14
C -3.45 2.05 -0.30
C -3.18 3.40 -0.27
C -2.15 3.93 -1.07
C -1.39 3.10 -1.86
H -0.34 -1.98 -2.11
H -3.37 -0.10 -3.69
H -4.48 -0.89 -5.74
H -3.15 -1.30 -7.78
H -0.71 -0.95 -7.77
H 0.42 -0.18 -5.72
H 0.50 2.77 -4.67
H 2.69 3.81 -5.05
H 4.71 2.86 -3.98
H 4.53 0.88 -2.53
H 2.33 -0.13 -2.09
H -3.01 0.17 -1.26
H -4.27 1.65 0.27
H -3.77 4.06 0.35
H -1.95 4.99 -1.06
H -0.57 3.51 -2.44
O 3.90 4.12 -0.90
S 3.44 3.44 0.27
O 4.37 2.83 1.17
N 2.30 2.30 -0.15
C 1.15 2.63 0.33
O 0.08 1.90 0.18
C 1.07 3.89 1.12
C -0.02 4.47 1.74
C 0.18 5.66 2.42
C 1.45 6.25 2.47
C 2.54 5.66 1.85
C 2.32 4.47 1.18
H -1.00 4.01 1.68
H -0.65 6.15 2.92
H 1.58 7.18 3.01
H 3.52 6.11 1.88